Formula: C3H5NO3
Source: the Open Molecules 2025 dataset
Level of theory: the ωB97M-V functional and the def2-TZVPD basis

Last column: Löwdin charge in e.
Element x y z (Å)
N1 0.716 -0.021 -1.659  0.19
C1 0.074 0.081 -0.462  -0.54
O1 0.227 1.293 0.320  0.07
C2 0.194 -0.990 0.642  -0.06
O2 -0.633 -0.327 1.611  -0.02
C3 -0.994 0.797 0.836  -0.36
O3 -1.383 0.279 -0.416  0.06
H1 1.258 -0.830 -1.899  0.11
H2 0.671 0.751 -2.302  0.11
H3 -0.249 -1.944 0.347  0.13
H4 1.210 -1.117 1.022  0.13
H5 -1.655 1.481 1.362  0.18

Cartesian forces (eV/Å) of the 2 atoms listed first:
-0.1 0.1 0.1
0.3 -0.3 -0.3

As for the spin multiplicity: 1. The calculation puts the LUMO energy at 0.87 eV. For the HOMO-LUMO gap, the calculation gives 11.0789 eV. The energy relative to the best compared isomer or geometry (same formula, charge and spin) is 62.6 kcal/mol. The calculation puts the HOMO energy at -0.375 Eh.